Record 1
Density functional theory data (the ωB97M-V functional and the def2-TZVPD basis) for an isolated molecule of C4H5NO.

Computed properties:
2S+1: 1
ΔE to the lowest compared entry with this formula, charge and spin (kJ/mol): 407.8
DFT total energy (a.u.): -285.25927
Frontier orbital gap (eV): 9.69

Geometry as XYZ:
```
11
Properties=species:S:1:pos:R:3:nbo_charge:R:1
N -1.48 1.42 0.35 -0.7913
C -1.11 0.24 0.81 0.2965
O -1.25 -0.70 -0.17 -0.5482
C 0.06 -1.32 -0.08 -0.1557
C 1.30 -0.48 -0.26 -0.0343
C 2.32 0.13 -0.46 -0.2391
H -1.93 1.61 -0.54 0.3839
H -1.30 2.18 0.99 0.4010
H 0.14 -1.82 0.90 0.2261
H -0.02 -1.99 -0.91 0.2185
H 3.22 0.70 -0.64 0.2425
```

***

Record 2
Density functional theory data (the ωB97M-V functional and the def2-TZVPD basis) for an isolated molecule of C4H5NO.

Computed properties:
2S+1: 1
ΔE to the lowest compared entry with this formula, charge and spin (kJ/mol): 397.5
DFT total energy (a.u.): -285.26319
Frontier orbital gap (alpha / beta) (eV): 8.34 / 7.61

Geometry as XYZ:
```
11
Properties=species:S:1:pos:R:3:nbo_charge:R:1
O 2.23 -0.84 -0.19 -0.5660
C 1.16 -0.30 -0.02 0.6508
N -0.03 -1.10 -0.08 -0.6149
C -1.30 -0.63 -0.21 -0.0473
C -0.35 1.54 0.10 -0.2044
C 0.89 1.11 0.27 -0.4559
H 0.17 -2.02 -0.43 0.4135
H -1.84 -0.03 0.47 0.2094
H -1.95 -1.33 -0.77 0.1903
H -0.59 2.56 0.45 0.1847
H 1.76 1.70 0.58 0.2399
```

***

Record 3
Density functional theory data (the ωB97M-V functional and the def2-TZVPD basis) for a cluster of 2 separate species, C4H5NO in total.

Computed properties:
2S+1: 1
ΔE to the lowest compared entry with this formula, charge and spin (kJ/mol): 226.9
DFT total energy (a.u.): -285.32815
Frontier orbital gap (eV): 11.09

Geometry as XYZ:
```
11
Properties=species:S:1:pos:R:3:nbo_charge:R:1
N -1.82 -2.20 -1.21 -0.7451
C -2.44 -1.18 -1.30 0.8455
O -3.29 -0.36 -1.42 -0.4991
H -0.87 -2.03 -1.05 0.4032
C -0.21 -0.15 0.75 -0.2789
C 0.73 0.59 0.65 0.0272
C 1.93 1.36 0.76 -0.7152
H -1.03 -0.81 0.60 0.2253
H 2.66 0.90 1.46 0.2465
H 1.92 2.47 1.03 0.2492
H 2.43 1.41 -0.27 0.2413
```

***

Record 4
Density functional theory data (the ωB97M-V functional and the def2-TZVPD basis) for an isolated molecule of C4H5NO.

Computed properties:
2S+1: 1
ΔE to the lowest compared entry with this formula, charge and spin (kJ/mol): 546.4
DFT total energy (a.u.): -285.20648
Frontier orbital gap (eV): 9.74

Geometry as XYZ:
```
11
Properties=species:S:1:pos:R:3:nbo_charge:R:1
C -0.65 -1.04 0.21 -0.6838
C 0.23 0.16 0.04 0.2424
N -0.18 1.36 -0.11 -0.1234
O -1.57 1.40 -0.11 -0.5638
C 2.31 0.49 -0.97 0.2760
C 1.79 -0.10 0.03 -0.6352
H -1.13 -1.29 -0.75 0.2441
H -0.08 -1.91 0.55 0.2247
H -1.45 -0.82 0.92 0.2462
H -1.75 2.34 -0.15 0.4851
H 2.45 -0.69 0.64 0.2879
```

***

Record 5
Density functional theory data (the ωB97M-V functional and the def2-TZVPD basis) for an isolated molecule of C4H5NO.

Computed properties:
2S+1: 1
ΔE to the lowest compared entry with this formula, charge and spin (kJ/mol): 503.6
DFT total energy (a.u.): -285.22279
Frontier orbital gap (eV): 9.06

Geometry as XYZ:
```
11
Properties=species:S:1:pos:R:3:nbo_charge:R:1
O 1.03 -0.41 2.09 -0.4855
C 0.66 -0.18 0.92 0.3630
C 1.57 -1.01 0.26 -0.0888
C -0.40 0.70 -1.09 -0.2281
N -1.48 0.12 -0.32 -0.5375
C -0.36 0.74 0.39 -0.1914
H 0.33 0.04 -1.57 0.1995
H 1.23 -2.05 0.12 0.1647
H -0.64 1.60 -1.66 0.2145
H -1.42 -0.90 -0.29 0.3576
H -0.60 1.63 0.97 0.2319
```

***

Record 6
Density functional theory data (the ωB97M-V functional and the def2-TZVPD basis) for an isolated molecule of C4H5NO.

Computed properties:
2S+1: 1
ΔE to the lowest compared entry with this formula, charge and spin (kJ/mol): 152.9
DFT total energy (a.u.): -285.35635
Frontier orbital gap (eV): 12.01

Geometry as XYZ:
```
11
Properties=species:S:1:pos:R:3:nbo_charge:R:1
C -1.33 -0.35 -0.08 -0.6447
C -0.31 0.71 0.25 0.0938
O 0.48 0.39 1.38 -0.4534
C 1.14 0.48 0.13 -0.0597
C 1.61 -0.75 -0.50 0.2458
N 1.96 -1.70 -1.05 -0.2906
H -2.15 -0.25 0.63 0.2282
H -1.72 -0.27 -1.09 0.2252
H -0.88 -1.33 0.06 0.2339
H -0.64 1.75 0.19 0.1934
H 1.83 1.31 0.08 0.2281
```

***

Record 7
Density functional theory data (the ωB97M-V functional and the def2-TZVPD basis) for an isolated molecule of C4H5NO.

Computed properties:
2S+1: 1
ΔE to the lowest compared entry with this formula, charge and spin (kJ/mol): 473.3
DFT total energy (a.u.): -285.23431
Frontier orbital gap (eV): 8.62

Geometry as XYZ:
```
11
Properties=species:S:1:pos:R:3:nbo_charge:R:1
C 1.88 0.86 -0.35 -0.4552
C 0.69 0.54 0.05 0.1955
C -0.31 -0.30 0.13 -0.1143
C -1.78 -0.03 0.18 -0.6323
N 0.16 -1.67 0.26 0.1371
O 1.36 -1.83 0.30 -0.3079
H 2.82 0.97 0.17 0.2460
H 1.64 1.36 -1.28 0.2473
H -2.32 -0.95 0.41 0.2337
H -2.01 0.73 0.93 0.2282
H -2.14 0.34 -0.79 0.2218
```

***

Record 8
Density functional theory data (the ωB97M-V functional and the def2-TZVPD basis) for an isolated molecule of C4H5NO.

Computed properties:
2S+1: 1
ΔE to the lowest compared entry with this formula, charge and spin (kJ/mol): 515.4
DFT total energy (a.u.): -285.21828
Frontier orbital gap (eV): 9.23

Geometry as XYZ:
```
11
Properties=species:S:1:pos:R:3:nbo_charge:R:1
N 2.81 0.24 -0.05 -0.2707
C 1.76 -0.23 -0.17 0.2417
C 0.52 -0.97 -0.46 -0.1550
C -0.40 0.88 1.26 -0.1808
C -1.09 0.84 -0.05 -0.1686
O -0.65 -0.52 0.23 -0.4199
H 0.66 -2.01 -0.15 0.2430
H 0.33 -0.95 -1.54 0.2240
H -1.17 0.63 2.01 0.1242
H -2.18 0.82 -0.18 0.1843
H -0.58 1.27 -0.92 0.1778
```

***

Record 9
Density functional theory data (the ωB97M-V functional and the def2-TZVPD basis) for an isolated molecule of C4H5NO.

Computed properties:
2S+1: 1
ΔE to the lowest compared entry with this formula, charge and spin (kJ/mol): 398.5
DFT total energy (a.u.): -285.26280
Frontier orbital gap (eV): 7.72

Geometry as XYZ:
```
11
Properties=species:S:1:pos:R:3:nbo_charge:R:1
C 1.14 0.52 -0.79 -0.6080
C 0.00 0.01 0.03 -0.3623
C -0.33 0.38 1.39 0.3735
O -1.29 -0.08 2.01 -0.5727
N -1.99 -1.51 0.01 -0.1271
C -0.97 -0.88 -0.31 0.1224
H 1.71 1.22 -0.17 0.2266
H 1.83 -0.28 -1.09 0.2148
H 0.82 1.05 -1.69 0.2147
H 0.35 1.11 1.86 0.1418
H -1.28 -1.54 -1.25 0.3764
```

***

Record 10
Density functional theory data (the ωB97M-V functional and the def2-TZVPD basis) for an isolated molecule of C4H5NO.

Computed properties:
2S+1: 1
ΔE to the lowest compared entry with this formula, charge and spin (kJ/mol): 304.3
DFT total energy (a.u.): -285.29870
Frontier orbital gap (eV): 8.33

Geometry as XYZ:
```
11
Properties=species:S:1:pos:R:3:nbo_charge:R:1
N 2.39 0.19 -0.13 -0.6776
C 1.15 -0.10 0.05 0.4870
C 0.19 1.01 -0.06 -0.1364
C -1.09 0.62 -0.16 -0.3045
C -1.36 -0.74 0.23 -0.0430
O 0.55 -1.28 0.20 -0.5694
H 2.95 -0.64 -0.30 0.3456
H 0.56 2.01 -0.21 0.2312
H -1.86 1.23 -0.63 0.2384
H -2.30 -1.15 -0.19 0.2021
H -1.17 -1.13 1.20 0.2265
```

***

Record 11
Density functional theory data (the ωB97M-V functional and the def2-TZVPD basis) for an isolated molecule of C4H5NO.

Computed properties:
2S+1: 1
ΔE to the lowest compared entry with this formula, charge and spin (kJ/mol): 166.4
DFT total energy (a.u.): -285.35121
Frontier orbital gap (eV): 10.91

Geometry as XYZ:
```
11
Properties=species:S:1:pos:R:3:nbo_charge:R:1
C 1.21 1.16 1.99 -0.2170
C 0.35 0.66 1.30 -0.0354
C -0.69 0.06 0.46 -0.3139
N -0.17 -0.87 -0.52 -0.6053
C -0.13 -0.54 -1.84 0.5302
O -0.61 0.47 -2.31 -0.6047
H 1.96 1.64 2.57 0.2377
H -1.19 0.84 -0.11 0.2687
H -1.45 -0.43 1.09 0.2243
H 0.33 -1.69 -0.20 0.4002
H 0.38 -1.30 -2.45 0.1152
```

***

Record 12
Density functional theory data (the ωB97M-V functional and the def2-TZVPD basis) for a structure of composition C4H5NO.

Computed properties:
2S+1: 1
ΔE to the lowest compared entry with this formula, charge and spin (kJ/mol): 388.5
DFT total energy (a.u.): -285.26661
Frontier orbital gap (eV): 9.79

Geometry as XYZ:
```
11
Properties=species:S:1:pos:R:3:nbo_charge:R:1
N 0.54 -1.84 -0.20 -0.8504
C 0.53 -0.81 0.66 0.6304
O 0.60 -0.64 1.86 -0.6081
C 0.45 0.46 -0.16 -0.4185
C -0.74 1.26 0.07 -0.0405
C -1.74 1.92 0.12 -0.1773
H 0.65 -2.77 0.24 0.4248
H 0.52 -1.15 -1.25 0.4116
H 1.38 1.02 -0.05 0.2646
H 0.46 0.04 -1.44 0.1234
H -2.64 2.50 0.16 0.2399
```